(1)
A 16-piece molecular cluster, C26H17Cl60N5 overall at a distorted geometry. Source: the OMol25 dataset; level of theory: ωB97M-V with the def2-TZVPD basis set.

The geometry in XYZ format:
```
108
Properties=species:S:1:pos:R:3:forces:R:3:mulliken_charge:R:1
Cl -2.801335 -3.266597 8.186807 0.048 -0.249 0.186 -0.06
Cl 2.224925 2.024230 -8.797780 0.451 0.492 -0.823 -0.26
Cl -3.250312 1.874021 6.126435 0.010 0.010 -0.003 -0.06
Cl -4.026781 5.694783 6.424694 -0.003 -0.007 0.004 -0.09
C 0.589546 -2.838977 -3.511092 -0.605 -0.504 0.270 -0.86
C 5.764403 -4.819327 -6.240697 -0.069 0.065 -0.015 0.31
Cl -2.129540 5.489712 -8.372286 -0.002 -0.025 -0.001 -0.11
Cl 3.308455 -6.580831 -3.685570 -0.131 -0.099 0.167 0.00
Cl -5.220843 4.227681 4.249023 -0.038 0.015 -0.032 -0.03
Cl 7.678799 -1.237355 6.584019 0.037 0.112 -0.005 -0.08
Cl 6.979993 0.702608 4.553489 -0.009 -0.068 0.048 -0.02
H -0.320737 -3.611677 0.325362 -0.127 0.114 0.150 -0.11
N 1.605329 -3.496020 1.127384 0.229 -0.279 0.052 -0.02
Cl 0.249269 5.323545 5.900009 0.002 0.021 -0.002 -0.06
Cl 1.364464 0.429976 2.206524 0.009 0.045 0.067 0.11
Cl 2.478930 -8.646563 -1.836187 0.005 0.049 -0.030 -0.11
Cl -6.107507 10.752728 2.938660 0.000 -0.007 0.000 -0.10
Cl 6.728085 -3.943612 -5.046804 -0.013 -0.015 -0.003 -0.10
Cl 1.401980 3.307088 1.990002 0.012 -0.040 0.052 -0.08
H -1.124758 -0.654535 -5.491393 0.042 0.151 -0.157 0.55
Cl 5.445505 -5.841778 6.083062 -0.003 0.007 -0.015 -0.12
C 0.725194 -0.860715 -6.503053 0.512 0.551 0.020 -0.57
Cl -2.837080 -4.406831 1.155451 -0.024 -0.026 0.004 -0.10
H 1.612129 -2.482079 -3.653375 -0.072 0.185 0.019 0.37
H 0.650894 -3.931545 -3.476735 0.169 0.025 -0.102 0.26
Cl -3.001935 3.162206 -9.840838 0.013 0.005 0.023 -0.11
Cl -4.178342 -4.569514 10.362554 0.010 0.016 -0.014 -0.09
H 1.443951 -3.782770 -1.348273 0.086 0.848 -0.007 -0.74
H 1.800589 -2.756677 4.198836 0.280 -0.049 0.077 0.22
H 2.638650 -0.231033 -5.772601 -0.683 1.064 0.789 0.33
C 2.083577 -7.063336 -2.512245 -0.012 0.054 -0.006 0.24
Cl 2.607020 4.808432 -9.512576 -0.043 -0.054 0.008 -0.07
Cl -4.152900 2.867894 -3.415407 -0.012 -0.106 -0.012 -0.06
C 1.430805 -3.445587 2.512946 -0.048 0.113 1.235 0.03
N 2.044895 -2.591049 3.226335 -0.199 0.264 -0.443 -0.44
C 1.871333 1.924651 2.992441 -0.053 0.010 0.009 0.00
Cl 5.659278 -3.326284 4.679045 -0.081 -0.066 0.053 -0.02
Cl -2.896217 3.096243 -6.954122 0.006 0.004 0.008 -0.02
Cl 3.626066 1.912279 3.210457 0.014 -0.011 -0.099 -0.04
Cl 3.948916 -5.389099 3.653648 0.015 -0.160 0.052 -0.05
C -0.288771 -2.492497 -4.718509 0.293 -0.114 -0.590 0.61
N 1.012704 0.543443 -3.467398 0.078 -0.019 0.029 -0.44
C -3.548874 -3.028393 9.774234 -0.016 0.001 0.041 0.33
Cl -6.898487 5.635099 6.127580 0.012 0.005 0.004 -0.12
Cl -1.893801 5.607138 -2.354914 -0.016 0.004 0.009 -0.06
Cl -4.363536 0.017600 -2.985723 0.062 0.004 0.015 -0.12
C -3.314584 -3.142582 2.296039 -0.046 0.046 -0.078 0.24
Cl 4.129973 2.748887 -10.835787 0.021 0.001 0.035 -0.11
H -1.337033 -2.710010 -4.502344 0.014 0.162 0.200 0.62
C 1.044642 -2.795781 -1.096943 -0.709 0.067 0.209 0.29
Cl -3.029416 -1.551611 1.586199 -0.053 -0.241 -0.197 -0.03
Cl -0.452421 3.142458 -8.488950 -0.559 0.098 0.215 0.09
C 0.091491 -3.397279 -5.828084 0.040 0.147 0.346 -0.33
C -0.129373 -1.018052 -5.245538 0.920 -0.924 0.233 0.87
Cl 2.471697 4.477634 7.536861 -0.016 -0.004 -0.016 -0.10
Cl -1.960284 0.245693 4.128152 0.002 0.142 0.213 0.09
Cl -1.828946 1.185926 -3.761056 -0.797 0.430 0.380 -0.04
Cl -3.434171 -0.992557 6.285495 -0.029 0.275 -0.196 0.03
Cl -5.287028 7.112840 4.251327 0.114 -0.098 -0.041 -0.05
C -7.494039 10.891407 4.028847 -0.016 -0.005 0.020 0.35
Cl 6.551838 -4.729526 -7.818483 -0.003 -0.006 0.024 -0.11
Cl 8.730830 -1.499462 3.913614 -0.014 0.002 -0.006 -0.10
H 2.046348 0.583890 -7.319355 0.596 -1.647 -0.252 -0.66
Cl -4.668594 6.284522 -2.784370 0.005 0.033 0.011 -0.10
C 1.983368 5.514758 6.191922 0.003 -0.008 -0.026 0.28
C 1.859121 -0.136276 -6.523518 -0.081 -0.199 -0.074 -0.19
C -3.308926 1.429347 -2.824511 -0.092 0.155 -0.140 0.21
H -0.236581 -1.372309 -2.084262 -0.009 -0.042 -0.128 0.35
Cl -2.363526 -3.304509 3.782503 -0.415 0.101 0.106 -0.13
C -5.357966 5.668244 5.259283 0.030 -0.004 -0.034 0.28
Cl 3.226379 -4.005933 6.088368 0.054 -0.052 0.075 -0.11
Cl -2.875947 1.668094 -1.132084 0.018 -0.112 0.046 0.02
Cl -2.339336 -2.413136 10.902697 -0.009 -0.006 -0.021 -0.09
C 0.516658 -2.914161 0.331125 0.349 -0.317 -0.478 0.10
Cl -7.559698 9.468411 5.069662 -0.109 0.107 0.036 -0.06
H 0.190493 -1.943796 0.726495 -0.073 -0.039 0.014 0.12
Cl 1.103932 2.047931 4.581282 -0.044 -0.060 -0.069 -0.04
H 0.403480 -1.312058 -7.437498 -1.019 0.855 -0.047 0.58
H 2.483748 -3.040818 0.904882 -0.061 0.169 0.086 0.33
Cl 1.326110 3.023308 -11.390892 0.024 -0.042 0.075 -0.07
Cl -7.320327 12.343563 5.019342 0.005 -0.013 -0.016 -0.10
N 0.487509 -4.090942 -6.652325 -0.100 -0.070 -0.086 -0.56
Cl -4.870060 -1.865957 9.631188 0.016 -0.012 -0.008 -0.10
C -2.120328 3.722769 -8.414161 0.015 0.039 0.001 0.20
H 1.826920 -2.031144 -1.126828 0.166 -0.195 -0.063 0.26
Cl -3.102017 7.759930 -0.864427 -0.013 -0.009 0.010 -0.10
Cl -4.845944 0.425018 4.201208 0.008 0.016 -0.005 -0.10
Cl -5.025917 -3.328764 2.678691 0.029 0.046 0.036 -0.07
C -0.004032 -2.438375 -2.152852 0.397 0.339 -0.049 -0.62
C 2.560602 3.160802 -10.138840 0.152 -0.033 -0.033 0.38
C 0.453342 -0.119064 -4.218547 0.388 -0.703 -0.336 -0.55
C 8.259013 -0.350384 5.170630 0.023 0.025 0.027 0.30
Cl 2.014936 -5.859139 -1.214948 0.159 -0.754 0.086 -0.06
C -3.378372 6.169116 -1.579036 0.042 -0.055 -0.003 0.27
N 0.588354 -4.412123 3.121810 -0.136 0.121 -0.989 -0.21
Cl 0.509952 -7.141320 -3.318776 -0.029 0.005 0.023 -0.13
H -0.950908 -2.968737 -2.006177 0.109 -0.155 0.072 0.46
Cl -3.851231 5.024456 -0.318608 -0.026 0.100 0.008 -0.03
H -0.272514 -3.995447 3.466222 0.451 -0.269 -0.036 -0.02
Cl 4.151423 -4.104546 -6.343109 0.008 -0.027 -0.014 -0.02
Cl -8.979590 10.999522 3.079205 0.019 0.001 0.004 -0.10
C 4.567540 -4.641670 5.125866 0.038 0.102 -0.159 0.29
Cl 2.880682 5.057425 4.742448 0.031 0.133 0.068 -0.04
Cl 2.326753 7.201401 6.592866 -0.003 -0.015 0.004 -0.11
Cl 5.618760 -6.513385 -5.750031 0.188 0.031 -0.158 -0.11
H 0.374871 -5.163296 2.475415 -0.169 0.043 0.038 0.31
C -3.372949 0.387527 5.181264 0.067 -0.002 0.033 0.10
Cl 9.655467 0.632774 5.624514 -0.001 -0.013 -0.007 -0.11
```
Positions in Å, forces in eV/Å.

Computed properties:
Calculated total energy ... -28885.927648 hartree
LUMO level ... -0.201 eV
Orbital gap ... 9.02 eV
Charge ... 0

=====

(2)
C26H17IrN7O2S3 as an isolated structure at a distorted geometry. Source: the OMol25 dataset; level of theory: ωB97M-V with the def2-TZVPD basis set.

The geometry in XYZ format:
```
56
Properties=species:S:1:pos:R:3:forces:R:3:lowdin_spin:R:1
C -4.713951 -2.077565 2.064256 -0.652 -0.467 0.978 0.00
C -1.258166 0.809903 2.354503 -0.690 -1.744 1.397 0.01
H 3.119956 2.187852 -3.235001 0.039 0.087 -0.073 0.00
H -1.622328 5.635157 4.952864 -0.088 0.004 0.089 0.00
N -5.280664 -2.454759 2.991415 0.025 -0.005 -0.061 0.00
C -3.396482 0.254131 -0.455024 1.188 -0.107 -0.603 0.00
C -4.163625 -0.258656 0.552742 -0.313 -0.784 0.707 0.00
C -1.169113 -1.468067 2.629807 -0.197 -0.266 0.417 0.01
C -2.294105 -1.906434 -0.714752 0.207 0.750 -0.251 0.00
C 3.835718 0.820043 -5.385024 0.163 0.195 -0.393 0.00
C -2.156629 -0.047286 4.237058 -0.039 -0.443 0.063 0.00
H 0.708411 4.742283 0.688445 0.142 0.084 -0.145 0.00
H -1.574011 -2.534206 -1.221666 0.051 0.017 0.013 0.00
H -0.876438 -2.432331 2.232705 0.044 -0.027 0.026 0.00
C 2.875527 1.137793 -3.183948 -0.190 -0.162 0.423 0.00
C -1.804300 -1.336944 3.857115 0.119 0.080 -0.075 0.00
C -3.067402 -2.417590 0.291004 -0.441 -0.008 0.241 0.00
C -2.383182 -0.528427 -1.081208 -1.629 -0.898 1.024 0.00
N -1.901066 1.012945 3.498912 0.058 0.811 -0.382 0.00
H 0.018134 7.324765 5.391996 0.063 0.050 -0.059 0.00
H -2.979547 -3.457057 0.581062 0.012 0.021 -0.002 0.00
H -2.009569 -2.183173 4.489467 -0.037 -0.121 0.001 0.00
C 0.714512 5.898543 2.503883 -0.056 -0.056 0.120 0.00
N -0.900361 -0.412664 1.887027 0.104 0.748 -0.256 0.06
C 1.931260 -0.737497 -1.962693 0.719 0.587 -0.828 0.00
O -1.093978 3.038696 -0.454491 0.086 0.364 0.082 0.03
C 2.247844 -1.567883 -3.037993 -0.169 0.286 0.228 0.00
N 0.589970 7.015590 4.625658 0.171 0.251 0.272 0.00
S -1.616280 3.034952 0.904455 0.257 0.157 0.874 0.01
N 4.389013 1.237179 -6.297199 0.202 0.190 -0.361 0.00
C -0.987501 4.341836 1.905846 -0.345 -0.266 -0.455 0.00
C 0.054324 6.154561 3.714634 -0.136 -0.331 -0.269 0.00
O -3.038482 2.926121 1.043272 -0.131 0.076 0.281 0.00
H -2.659133 0.154347 5.175173 -0.058 -0.141 0.051 0.00
H -2.530942 3.984453 3.321152 -0.142 0.018 0.139 0.00
C 3.175373 0.305964 -4.248264 -0.400 -0.977 0.521 0.00
S 1.904621 1.752543 -0.743857 -2.461 -0.959 0.718 0.01
H -1.792600 1.004902 -2.461271 0.028 0.049 -0.018 0.00
C 2.235922 0.652791 -2.040304 0.555 -1.034 -0.719 0.00
H -4.896290 0.361450 1.047885 -0.016 0.038 0.050 0.00
C 3.036449 -1.912057 -5.301398 0.105 -0.287 -0.367 0.00
H 1.323152 7.635262 4.330165 -0.057 0.033 0.058 0.00
N 3.157005 -2.601728 -6.208882 0.078 -0.249 -0.277 0.00
C 0.204555 4.978420 1.612152 -0.090 0.086 -0.125 0.00
C 2.833559 -1.067690 -4.187546 0.142 1.120 0.533 0.00
C -3.990281 -1.593087 0.963288 0.770 0.893 -1.295 0.00
N -0.819016 1.773826 1.558525 0.863 0.956 -2.592 0.05
H -0.970220 -0.619942 -2.696990 0.019 0.076 0.041 0.00
H -3.525647 1.280562 -0.758459 -0.007 0.125 -0.037 0.00
H 1.640351 6.412688 2.291779 0.091 0.028 -0.068 0.00
H 1.995512 -2.614556 -2.973178 -0.035 -0.123 -0.075 0.00
S 1.157336 -1.452063 -0.585583 -1.547 1.993 0.329 -0.03
C -1.637784 4.550539 3.111433 -0.148 0.180 -0.042 0.00
C -1.512535 0.048571 -2.036162 2.274 0.818 0.515 -0.04
Ir -0.244009 0.635976 -0.205428 1.329 -1.717 -0.302 0.88
C -1.129985 5.462815 4.007554 0.172 0.003 -0.062 0.00
```
Positions in Å, forces in eV/Å.

Computed properties:
<S²> ... 0.768
Calculated total energy ... -2833.572377 hartree
Energy above the lowest of the compared OMol25 structures with the same formula, charge and spin ... 2.8212 eV
Multiplicity ... 2
LUMO level (alpha / beta) ... -2.384 / -2.393 eV
Orbital gap (alpha / beta) ... 5.82 / 5.79 eV
Charge ... 0